Below is a structure of composition C44H60Br2N16O4, with properties calculated with ωB97M-V/def2-TZVPD.

Structure (XYZ):
```
126
Properties=species:S:1:pos:R:3:forces:R:3
C 4.20762 -1.78034 -2.42334 0.538 -0.522 -0.225
C 3.52740 -0.30805 -2.73274 2.899 -0.456 -0.097
O 2.16687 -0.37156 -3.29142 -1.495 0.681 3.853
C 1.19231 -0.30096 -2.18282 -2.435 -2.512 2.460
C 0.67375 1.11903 -1.48407 -1.385 -2.878 1.614
C 1.26477 2.50959 -2.12011 0.199 -0.059 0.318
C 1.54867 3.70632 -1.03611 1.724 0.744 2.770
N 2.38640 3.64991 0.05023 -3.876 0.586 -4.424
C -0.38322 0.98081 -0.23865 1.513 -0.672 -1.694
O -0.87387 2.21048 0.46805 0.535 -3.116 -2.982
C -1.87739 2.89789 -0.37320 -1.057 0.356 0.357
C -3.24201 3.03430 0.54798 0.771 0.689 0.772
C -2.88234 3.87620 1.93911 -0.028 -0.116 -0.339
O -4.18298 3.87832 -0.21539 -0.807 -1.646 1.032
C -0.95585 -0.48651 0.30433 -0.266 -0.106 0.392
N -1.90732 -0.44838 1.46633 1.480 -5.810 -2.311
C -2.36036 -1.81341 1.90041 1.586 0.888 -2.229
C -3.38193 -1.88139 3.21153 0.601 0.384 -1.516
Br -2.33461 -1.00638 4.72703 -0.159 -1.764 -0.664
C -4.75332 -0.98618 3.01424 -0.880 -1.199 0.886
C -5.89332 -1.61488 4.05792 0.199 0.244 0.250
Br -4.40445 0.91776 3.62627 -1.051 -0.830 -1.216
C -1.88700 -3.16633 1.13030 1.514 2.260 -1.320
N -2.45174 -4.49614 1.67153 -4.816 0.107 -6.792
C -3.39535 -4.83623 0.69984 -2.699 -1.729 -0.984
O -4.38707 -5.26934 -0.12696 8.300 3.546 6.848
N -0.94591 -3.27247 -0.03707 -2.680 5.720 4.146
C -0.49407 -1.88326 -0.38974 1.289 1.007 -1.376
C 0.60951 -1.76237 -1.63930 0.199 2.393 0.170
C 1.09223 -3.18573 -2.37309 -1.856 0.718 -0.204
H 5.33976 -1.66770 -2.06338 -2.676 0.177 -0.764
H 4.27316 -2.47494 -3.39159 -0.427 1.742 2.118
H 3.66567 -2.39445 -1.58258 0.850 1.322 -1.671
H 4.20897 0.18532 -3.57858 -1.652 -0.947 1.807
H 3.63538 0.34049 -1.76295 -0.634 -1.095 -1.870
H 2.28765 2.25792 -2.65955 -2.138 0.348 1.204
H 0.53827 2.91426 -2.97646 1.452 -0.915 2.051
H 1.00391 4.74750 -1.24073 0.971 -2.359 0.183
H 2.33894 4.61579 0.49486 0.093 -1.560 -0.678
H -2.03647 2.27568 -1.36177 0.101 1.490 1.967
H -1.49670 3.99090 -0.57402 -0.720 -2.124 0.200
H -3.70780 1.99382 0.82974 1.016 1.930 -0.697
H -3.88498 4.41240 2.28436 2.040 -1.229 -0.642
H -2.47850 3.15850 2.79386 -0.802 1.586 -1.890
H -2.09569 4.73052 1.69130 -1.643 -1.889 0.579
H -5.11399 3.62195 0.07264 1.931 0.474 -0.537
H -3.64024 -2.99972 3.51126 0.680 2.545 -0.731
H -5.17013 -0.97501 1.91660 1.170 0.100 2.181
H -6.56170 -0.76203 4.54391 1.472 -1.844 -1.266
H -5.28982 -2.11926 4.94124 -1.373 0.940 -1.777
H -6.59617 -2.41297 3.51791 1.691 1.696 1.105
H 1.84570 -3.01471 -3.25188 -1.319 -0.198 2.154
H 1.41830 -3.99606 -1.59151 -0.380 1.838 -1.558
H 0.09504 -3.60684 -2.87622 2.084 0.805 1.096
C -3.99166 8.19929 1.20181 1.236 -0.285 -0.378
C -2.57178 7.66450 1.11125 7.622 -2.884 -0.519
N -1.39388 7.22077 1.03610 -9.339 3.518 0.625
H -4.70612 7.37506 1.12561 0.218 0.025 -0.003
H -4.13747 8.70973 2.15779 0.196 -0.184 -0.478
H -4.17609 8.90677 0.38861 0.169 -0.191 0.001
C 2.57583 -7.31577 -3.59063 0.591 1.215 0.014
C 3.22925 -5.94473 -3.53096 3.592 7.378 0.270
N 3.77137 -4.80734 -3.48151 -4.282 -9.266 -0.457
H 3.15995 -7.97952 -4.23395 0.002 0.208 0.084
H 2.52332 -7.74765 -2.58742 -0.006 0.157 -0.229
H 1.56328 -7.22887 -3.99436 0.221 0.063 0.157
C -5.22402 -8.26682 -1.70845 -0.154 -0.551 -1.134
C -5.43074 -8.93779 -3.05654 -1.139 -3.709 -7.423
N -5.60224 -9.49448 -4.17488 1.392 4.457 9.004
H -5.22161 -9.01847 -0.91432 -0.055 0.037 -0.201
H -4.26820 -7.73576 -1.69905 -0.173 -0.058 -0.114
H -6.03021 -7.55239 -1.52014 0.138 -0.137 -0.117
C 4.97598 -4.11682 -6.60845 -0.141 -0.583 -1.131
C 4.76926 -4.78779 -7.95654 -1.122 -3.655 -7.408
N 4.59776 -5.34448 -9.07488 1.371 4.439 8.959
H 4.97839 -4.86847 -5.81432 -0.055 0.119 -0.192
H 5.93180 -3.58576 -6.59905 -0.147 -0.114 -0.122
H 4.16979 -3.40239 -6.42014 0.093 -0.175 -0.088
C 5.26692 6.28993 -1.55785 -1.193 0.004 1.007
C 4.22642 6.28295 -0.44989 -5.721 0.102 6.044
N 3.36324 6.27709 0.46928 7.094 0.441 -7.348
H 5.65356 5.27890 -1.71264 -0.187 0.268 0.177
H 4.81751 6.64578 -2.48904 -0.068 -0.026 0.209
H 6.09533 6.95042 -1.28709 -0.336 -0.201 0.044
C 9.75532 7.36428 -1.15427 -0.824 -0.862 -0.326
C 8.74806 6.30512 -1.57125 -5.420 -5.874 -2.322
N 7.91244 5.42648 -1.91725 7.213 6.990 2.691
H 9.80197 8.15271 -1.91046 -0.091 -0.199 0.066
H 9.45889 7.80477 -0.19834 -0.040 -0.148 -0.160
H 10.74632 6.91457 -1.04708 -0.231 -0.029 -0.049
C -4.77052 6.05056 5.12384 0.178 1.118 -0.481
C -4.55740 7.43778 4.54035 1.173 7.575 -3.082
N -4.38056 8.58858 4.05623 -1.497 -9.238 4.521
H -4.11835 5.33066 4.62181 -0.040 0.210 -0.008
H -4.53890 6.05604 6.19250 -0.016 0.130 -0.198
H -5.81129 5.74431 4.98662 0.155 0.166 -0.031
C -1.32417 10.36870 4.67440 0.530 1.147 0.011
C -0.67075 11.73974 4.73407 3.607 7.520 0.337
N -0.12863 12.87713 4.78352 -4.352 -9.110 -0.391
H -0.74005 9.70495 4.03108 -0.032 0.184 0.070
H -1.37668 9.93681 5.67761 0.045 0.174 -0.138
H -2.33672 10.45559 4.27067 0.185 0.052 0.081
C -9.42417 -2.16072 6.24499 0.525 1.136 0.060
C -8.77075 -0.78967 6.30466 3.556 7.521 0.349
N -8.22863 0.34772 6.35410 -4.346 -9.122 -0.410
H -8.84005 -2.82446 5.60167 -0.013 0.202 0.088
H -9.47668 -2.59260 7.24820 0.064 0.173 -0.137
H -10.43672 -2.07382 5.84125 0.198 0.100 0.062
C -1.68553 -9.89721 -0.57744 0.803 0.520 -0.790
C -0.68594 -9.25416 -1.52485 5.488 3.536 -5.201
N 0.14336 -8.72074 -2.31080 -6.760 -4.339 6.406
H -1.17453 -10.60873 0.07695 0.012 0.153 -0.173
H -2.16452 -9.12941 0.03636 0.165 -0.036 -0.148
H -2.45317 -10.42661 -1.14866 0.197 0.109 -0.029
C 8.83945 -2.84292 -2.18234 -0.653 1.051 0.140
C 8.04811 -1.55607 -2.01477 -4.258 7.060 0.927
N 7.39166 -0.48848 -1.87580 5.352 -8.523 -1.132
H 9.68597 -2.67532 -2.85386 -0.179 0.098 0.104
H 9.21565 -3.17823 -1.21190 -0.146 0.145 -0.121
H 8.19884 -3.62216 -2.60450 -0.007 0.206 0.103
C 2.66702 -5.88049 0.32160 1.199 0.461 -0.020
C 4.08908 -5.34564 0.27725 7.844 2.962 -0.273
N 5.26878 -4.90186 0.24048 -9.463 -3.586 0.292
H 1.95644 -5.04956 0.33672 0.177 -0.063 0.014
H 2.47357 -6.49853 -0.55949 0.114 0.142 0.113
H 2.52478 -6.48710 1.22027 0.130 0.129 -0.124
```
Forces are in eV/Å.

Results
gap between HOMO and LUMO = 6.48 eV
LUMO level = -0.056 Eh
E_HOMO = -8.0 eV

These are the Mulliken partial charges, in e, on atoms 1 to 4: -0.125, -0.222, -0.515, -0.310